Entry 1:
A cluster of 2 separate species, CF3NO2S in total, computed with wB97M-V/def2-TZVPD.

Each line ends with the natural charge from an NBO analysis.
CARTESIAN COORDINATES (ANGSTROEM)
C  -1.5755  0.1186  -0.1891  1.016
N  1.9549  -0.2117  0.2219  0.460
O  1.4033  -1.2317  0.1782  -0.338
O  2.8051  0.2252  0.8668  -0.324
F  -1.5874  -0.6445  0.9260  -0.325
F  -2.1325  1.2546  0.0543  -0.299
F  -2.1328  -0.4967  -1.1273  -0.284
S  1.2649  0.9861  -0.9309  0.095

HOMO energy (alpha / beta) ... -9.99 / -10.69 eV
F_max ... 5.1 eV/A
Frontier orbital gap (alpha / beta) ... 7.1 / 9.5 eV
Relative energy (zero: lowest compared OMol25 entry of this formula, charge and spin) ... 111.3 kcal/mol

Entry 2:
A structure of composition CF3NO3S2, computed with wB97M-V/def2-TZVPD.

Each line ends with the natural charge from an NBO analysis.
CARTESIAN COORDINATES (ANGSTROEM)
C  0.0082  1.4060  -1.3602  0.599
N  -0.6024  -0.4064  1.0515  -1.143
O  1.1592  -0.5998  2.9022  -1.065
O  -0.9633  -1.4352  -1.2778  -1.013
O  -0.1193  -2.5820  2.3131  -1.070
F  0.2599  2.6354  -0.7607  -0.421
F  1.2367  0.9683  -1.6229  -0.389
F  -0.4215  1.7913  -2.6485  -0.445
S  -1.2508  -0.3342  -0.3306  1.378
S  0.6932  -1.4434  1.7340  1.568

HOMO energy ... 0.00 eV
F_max ... 1.9 eV/A
Net charge ... -2
Frontier orbital gap ... 6.2 eV
Relative energy (zero: lowest compared OMol25 entry of this formula, charge and spin) ... 0.0 kcal/mol

Entry 3:
The molecule CF3NOS, computed with wB97M-V/def2-TZVPD.

Each line ends with the natural charge from an NBO analysis.
CARTESIAN COORDINATES (ANGSTROEM)
C  1.2102  -0.2021  -0.0066  0.951
N  0.1080  -0.0306  -0.7252  -0.937
O  1.3912  0.2572  1.0837  -0.508
F  2.2206  -0.7583  -0.7124  -0.308
F  -1.8923  1.4739  0.1035  -0.519
F  -1.6997  -0.7323  0.8143  -0.472
S  -1.3379  -0.0078  -0.5573  1.793

HOMO energy ... -11.50 eV
F_max ... 3.8 eV/A
Frontier orbital gap ... 10.6 eV
Relative energy (zero: lowest compared OMol25 entry of this formula, charge and spin) ... 0.0 kcal/mol

Entry 4:
A structure of composition CF4HgO3P, computed with wB97M-V/def2-TZVPD.

Each line ends with the natural charge from an NBO analysis.
CARTESIAN COORDINATES (ANGSTROEM)
C  1.4617  -2.6045  0.6662  1.024
O  -0.8901  0.1924  0.6271  -1.171
O  1.8622  -2.0233  -0.2595  -0.510
O  1.2151  -3.2850  1.5723  -0.515
Hg  -0.5532  1.6208  2.3384  0.864
P  -0.6876  0.9541  -0.6696  2.616
F  -1.7863  1.8971  -1.3312  -0.540
F  -0.1877  2.3787  0.2103  -0.663
F  0.6930  1.0996  -1.4438  -0.534
F  -1.1270  -0.2299  -1.7101  -0.573

HOMO energy (alpha / beta) ... -10.15 / -11.90 eV
F_max ... 2.4 eV/A
Frontier orbital gap (alpha / beta) ... 10.0 / 8.5 eV
2S+1 ... 2
Relative energy (zero: lowest compared OMol25 entry of this formula, charge and spin) ... 0.0 kcal/mol